The following is a quantum chemistry calculation of a gas-phase ion, C5H8FN2OS (charge +1) at a distorted geometry, from the Open Molecules 2025 dataset.

Calculated values
- Kohn-Sham gap (alpha / beta) (eV) = 4.57 / 4.58
- highest occupied orbital energy (alpha / beta) (Ha) = -0.45913 / -0.45915
- energy (Eh) = -877.74852
- charge = +1

XYZ file:
```
18
Properties=species:S:1:pos:R:3:lowdin_charge:R:1
C 0.4893 1.5315 0.4329 -0.386
C -0.8149 -0.3664 -0.8960 -0.869
C 1.7712 0.7915 0.5493 -0.036
C 2.7513 1.4696 1.3051 0.089
C -2.1493 -2.3349 -1.1171 -0.033
N -0.6406 0.9228 -0.1736 0.106
N -1.8115 -1.0746 -0.4135 -0.008
O 0.2813 2.5748 0.9899 0.166
F 1.5968 -0.4906 0.3822 0.218
S 0.1126 -0.6852 -2.1649 0.802
H 2.7587 1.1929 2.3282 0.149
H 2.4271 2.5364 1.1146 0.152
H 3.7164 1.1989 0.9103 0.143
H -3.1205 -2.2181 -1.5894 0.106
H -2.2477 -3.2048 -0.4930 0.097
H -1.3856 -2.4684 -1.7449 -0.028
H -1.5466 1.4201 0.1283 0.201
H -2.1881 -0.7953 0.4514 0.133
```



The following is a quantum chemistry calculation of a single C5H8FNO molecule at a distorted geometry, from the Open Molecules 2025 dataset.

Calculated values
- Kohn-Sham gap (eV) = 10.79
- highest occupied orbital energy (Ha) = -0.35665
- energy (Eh) = -425.06957
- SMILES string = C=C[C@H](CF)ON=C
- ΔE to the lowest compared entry with this formula, charge and spin (kcal/mol) = 85.05

XYZ file:
```
16
Properties=species:S:1:pos:R:3:lowdin_charge:R:1
C -1.4659 1.9931 -0.1123 0.018
C -0.1503 1.8382 -0.0165 -0.137
C 0.5094 0.5680 0.4273 -0.325
C 1.5896 0.0989 -0.5186 -0.178
F 2.3699 -0.8716 0.0904 -0.037
O -0.4588 -0.4611 0.7479 -0.139
N -0.9126 -1.0457 -0.4238 -0.021
C -1.7888 -1.9350 -0.1539 -0.012
H -2.1519 1.2020 0.2302 0.064
H -1.9190 2.8935 -0.5849 0.071
H 0.5196 2.6659 -0.3100 0.112
H 1.0159 0.7666 1.4059 0.167
H 2.2184 0.9554 -0.7521 0.120
H 1.1723 -0.2890 -1.4623 0.124
H -1.9636 -2.2821 0.8804 0.088
H -2.3258 -2.4386 -0.9939 0.083
```



The following is a quantum chemistry calculation of a single C5H8FNO molecule at a distorted geometry, from the Open Molecules 2025 dataset.

Calculated values
- Kohn-Sham gap (eV) = 9.66
- highest occupied orbital energy (Ha) = -0.32161
- energy (Eh) = -425.04777
- SMILES string = OC[C@H]1NCC=C1F
- ΔE to the lowest compared entry with this formula, charge and spin (kcal/mol) = 98.72

XYZ file:
```
16
Properties=species:S:1:pos:R:3:lowdin_charge:R:1
O 2.9303 -0.0534 -0.2348 -0.096
C 1.6441 -0.2882 0.4149 -0.211
C 0.4061 0.0239 -0.4243 -0.306
N -0.6109 -1.0037 -0.1030 -0.071
C -1.9151 -0.3848 -0.1160 -0.267
C -1.5543 1.0184 0.3304 -0.007
C -0.2740 1.3499 -0.1633 -0.187
F 0.6094 2.3615 -0.1754 0.085
H 3.5345 0.2009 0.5662 0.136
H 1.4411 -1.5637 0.4278 0.171
H 1.3940 -0.0439 1.4165 0.103
H 0.6986 -0.2682 -1.4321 0.148
H -0.7904 -1.8552 -0.6797 0.135
H -2.5698 -0.8483 0.7572 0.140
H -2.5200 -0.2793 -1.1040 0.134
H -2.4236 1.6343 0.5196 0.094
```



The following is a quantum chemistry calculation of a single C5H8FNO molecule at a distorted geometry, from the Open Molecules 2025 dataset.

Calculated values
- Kohn-Sham gap (eV) = 10.47
- highest occupied orbital energy (Ha) = -0.35074
- energy (Eh) = -425.04959
- SMILES string = N[C@@]12COC[C@]1(F)C2
- ΔE to the lowest compared entry with this formula, charge and spin (kcal/mol) = 97.58

XYZ file:
```
16
Properties=species:S:1:pos:R:3:lowdin_charge:R:1
N -1.6382 0.4025 1.0766 0.128
C -0.5981 -0.1599 0.2961 -0.470
C -0.8786 -0.0864 -1.2472 -0.147
O 0.3954 -0.2406 -1.8569 -0.181
C 1.4265 0.4506 -0.9518 -0.004
C 0.6904 0.3868 0.4925 -0.405
F 0.9305 1.4534 1.3369 0.045
C 0.5275 -1.0859 0.8314 0.043
H -1.0920 1.0144 1.7110 0.103
H -2.0964 -0.2750 1.5236 0.030
H -1.7754 -0.7638 -1.6808 0.160
H -1.2963 1.0751 -1.3175 0.163
H 1.5918 1.4895 -1.2794 0.117
H 2.3496 -0.3722 -0.7986 0.178
H 0.9105 -1.6784 -0.0051 0.096
H 0.5529 -1.6100 1.8691 0.146
```



The following is a quantum chemistry calculation of a single C5H8FNS molecule at a distorted geometry, from the Open Molecules 2025 dataset.

Calculated values
- Kohn-Sham gap (eV) = 8.52
- highest occupied orbital energy (Ha) = -0.30588
- energy (Eh) = -748.08832
- SMILES string = C/C(=C/NC=S)CF
- ΔE to the lowest compared entry with this formula, charge and spin (kcal/mol) = 11.04

XYZ file:
```
16
Properties=species:S:1:pos:R:3:lowdin_charge:R:1
C -1.9044 -2.0167 0.3096 -0.078
C -1.3105 -0.8389 -0.3910 -0.255
C -0.0234 -0.4523 -0.1065 -0.098
N 0.5670 0.7977 -0.1771 -0.043
C 1.7180 1.0939 0.4445 -0.690
S 2.6629 0.1402 1.4466 0.559
C -2.2941 0.1577 -0.9933 -0.167
F -1.6024 0.9497 -1.8991 -0.062
H -2.4931 -2.6192 -0.4371 0.090
H -1.1401 -2.6738 0.7408 0.081
H -2.5808 -1.6978 1.1418 0.098
H 0.6299 -1.1995 0.3239 0.079
H 0.0841 1.5668 -0.6995 0.162
H 2.0769 2.1229 0.2710 0.063
H -3.1397 -0.3512 -1.5279 0.132
H -2.7048 0.8160 -0.2066 0.129
```



The following is a quantum chemistry calculation of a molecular structure, C5H8FeO2 at a distorted geometry, from the Open Molecules 2025 dataset.

Calculated values
- Kohn-Sham gap (alpha / beta) (eV) = 4.99 / 7.04
- highest occupied orbital energy (alpha / beta) (Ha) = -0.36275 / -0.43811
- energy (Eh) = -1608.95792
- multiplicity = 6
- ΔE to the lowest compared entry with this formula, charge and spin (kcal/mol) = 48.10
- charge = +1

XYZ file:
```
16
Properties=species:S:1:pos:R:3:lowdin_spin:R:1
O -1.2454 0.5085 -0.4134 0.202
Fe -0.8066 2.4381 -0.3639 4.604
C 0.1589 0.3565 -0.4206 0.131
O 0.6056 -0.7631 -0.3133 0.029
C -2.1495 -0.6053 -0.3064 0.019
C -3.5618 -0.0730 -0.3087 0.007
H -1.9608 -1.2726 -1.1576 0.002
H -1.9200 -1.1506 0.6184 0.002
H -3.7609 0.5114 -1.2174 0.002
H -4.2665 -0.9140 -0.2730 0.000
H -3.7398 0.5682 0.5653 0.003
C 3.9819 -0.0128 0.3912 0.000
C 5.1100 0.3927 0.6630 0.000
H 4.5689 -0.4073 1.4866 0.000
H 2.8867 -0.3610 0.1711 0.000
H 6.0994 0.7844 0.8788 0.000
```



The following is a quantum chemistry calculation of a molecular structure, C5H8GdNO2 at a distorted geometry, from the Open Molecules 2025 dataset.

Calculated values
- Kohn-Sham gap (alpha / beta) (eV) = 7.96 / 5.92
- highest occupied orbital energy (alpha / beta) (Ha) = -0.62794 / -0.67809
- energy (Eh) = -1165.29772
- multiplicity = 8
- charge = +2

XYZ file:
```
17
Properties=species:S:1:pos:R:3:lowdin_spin:R:1
C 0.3339 -1.5025 0.3060 0.152
N 0.1429 -0.3814 -0.6683 0.164
C -1.2921 -0.0855 -0.7405 0.027
C -2.1466 0.5990 0.3556 0.036
O -1.9270 -0.4495 -1.8217 0.063
C 0.9089 0.7360 -0.3762 0.066
C 2.3941 0.5955 -0.1903 0.074
O 0.4585 1.8108 -0.3031 0.471
H 0.4480 -1.0729 1.3295 0.029
H 1.1991 -2.0682 0.0107 0.004
H -3.1765 0.2909 0.3379 0.007
H -2.0792 1.6643 0.2049 0.004
H -1.6778 0.3926 1.3116 0.011
H 2.8365 1.2965 -0.8757 -0.001
H 2.7108 -0.4125 -0.3746 0.014
H 2.6385 0.9543 0.7918 0.001
Gd -1.7719 -2.3673 0.7024 5.878
```



The following is a quantum chemistry calculation of a molecular structure, C5H8HgLiO3 at a distorted geometry, from the Open Molecules 2025 dataset.

Calculated values
- Kohn-Sham gap (alpha / beta) (eV) = 9.20 / 5.28
- highest occupied orbital energy (alpha / beta) (Ha) = -0.59877 / -0.59875
- energy (Eh) = -581.29096
- multiplicity = 2
- ΔE to the lowest compared entry with this formula, charge and spin (kcal/mol) = 0.00
- charge = +2

XYZ file:
```
18
Properties=species:S:1:pos:R:3:lowdin_spin:R:1
C 7.7219 -0.0976 0.6410 0.001
C 8.3146 -0.6289 -0.2923 0.001
H 7.6100 0.1071 1.6966 0.000
H 5.3828 1.0652 1.5151 0.004
H 8.7557 -0.6942 -1.2770 0.000
Li 5.5932 3.3211 -1.8020 0.004
O 4.2533 3.8227 1.7485 0.104
Hg 3.2926 2.2872 3.6259 0.696
O 4.6290 1.7473 1.7690 0.152
C 4.6918 2.8237 1.0214 0.026
O 5.3303 2.9013 -0.0150 0.005
C 4.2379 5.1842 1.2418 0.004
C 4.9818 6.0366 2.2358 0.002
H 4.7323 5.1738 0.2629 0.001
H 3.1877 5.4871 1.1487 0.000
H 6.0654 5.8876 2.1402 0.000
H 4.7534 7.0896 2.0281 0.000
H 4.6686 5.8032 3.2620 0.001
```



The following is a quantum chemistry calculation of a molecular structure, C5H8HgO2 at a distorted geometry, from the Open Molecules 2025 dataset.

Calculated values
- Kohn-Sham gap (alpha / beta) (eV) = 6.14 / 7.17
- highest occupied orbital energy (alpha / beta) (Ha) = -0.40121 / -0.43922
- energy (Eh) = -498.68757
- multiplicity = 2
- ΔE to the lowest compared entry with this formula, charge and spin (kcal/mol) = 61.56
- charge = +1

XYZ file:
```
16
Properties=species:S:1:pos:R:3:lowdin_spin:R:1
O -3.6053 1.0145 -0.3237 0.142
Hg -3.1964 2.9974 -0.1780 0.603
C -2.2039 0.9318 -0.3259 0.179
O -1.6935 -0.1504 -0.1215 0.070
C -4.4630 -0.1245 -0.1305 0.001
C -5.8910 0.3627 -0.0990 0.004
H -4.2811 -0.8185 -0.9614 0.000
H -4.1816 -0.6230 0.8061 0.000
H -6.1303 0.9436 -1.0001 0.001
H -6.5679 -0.5000 -0.0472 0.000
H -6.0679 1.0001 0.7781 0.001
C 1.5526 0.4295 0.5807 -0.001
C 2.6965 0.7950 0.8511 0.000
H 2.1193 0.0379 1.6889 0.000
H 0.3756 0.1954 0.4043 -0.001
H 3.6978 1.1602 1.0578 0.000
```



The following is a quantum chemistry calculation of a single C5H8INS molecule at a distorted geometry, from the Open Molecules 2025 dataset.

Calculated values
- Kohn-Sham gap (alpha / beta) (eV) = 5.42 / 5.17
- highest occupied orbital energy (alpha / beta) (Ha) = -0.18156 / -0.32299
- energy (Eh) = -945.78511
- multiplicity = 3
- ΔE to the lowest compared entry with this formula, charge and spin (kcal/mol) = 0.00

XYZ file:
```
16
Properties=species:S:1:pos:R:3:lowdin_spin:R:1
C 0.0973 1.1834 0.3698 0.291
C -0.3844 -1.0400 -0.7971 0.031
C -1.2095 -0.7903 0.4469 0.233
C 0.6694 2.5741 0.7048 0.030
C 0.8253 -1.9185 -0.6010 0.025
N -0.6424 0.4445 1.1199 0.303
S 0.2759 0.6303 -1.3188 0.321
I -3.2583 -0.1662 -0.0533 0.731
H -0.9809 -1.2917 -1.6231 0.006
H -1.3008 -1.6982 1.1330 0.007
H 1.5900 2.6389 0.0293 0.001
H 1.0621 2.5370 1.7096 0.004
H -0.0208 3.4052 0.5290 0.011
H 1.5218 -1.5560 0.1357 0.002
H 1.3054 -2.0215 -1.5707 0.001
H 0.4500 -2.9310 -0.2142 0.002
```



The following is a quantum chemistry calculation of a single C5H8IP molecule, from the Open Molecules 2025 dataset.

Calculated values
- Kohn-Sham gap (eV) = 9.06
- highest occupied orbital energy (Ha) = -0.33084
- energy (Eh) = -834.33282
- SMILES string = C=C(C)C/C=P\I
- ΔE to the lowest compared entry with this formula, charge and spin (kcal/mol) = 3.38

XYZ file:
```
15
Properties=species:S:1:pos:R:3:lowdin_charge:R:1
C -0.2633 -1.6384 0.4413 0.044
C -0.0481 -0.3658 0.1441 -0.376
C 0.2338 0.0895 -1.2554 -0.075
C -0.1497 0.6990 1.2171 -0.285
C 0.8021 1.8380 1.0969 -0.592
P 1.7034 2.6930 2.2175 0.440
I 1.3174 1.5641 4.3383 0.288
H -0.2277 -2.4142 -0.3045 0.059
H -0.4647 -1.9515 1.4505 0.060
H 1.2692 0.4167 -1.3535 0.081
H -0.4129 0.9213 -1.5302 0.083
H 0.0698 -0.7282 -1.9520 0.076
H -1.1644 1.1207 1.1460 0.135
H -0.0728 0.2232 2.1975 0.032
H 0.8892 2.2598 0.1016 0.029
```



The following is a quantum chemistry calculation of a single C5H8IP molecule, from the Open Molecules 2025 dataset.

Calculated values
- Kohn-Sham gap (alpha / beta) (eV) = 7.25 / 6.23
- highest occupied orbital energy (alpha / beta) (Ha) = -0.30598 / -0.27669
- energy (Eh) = -834.25263
- SMILES string = C=C(C)C=P(=C)I
- ΔE to the lowest compared entry with this formula, charge and spin (kcal/mol) = 53.70

XYZ file:
```
15
Properties=species:S:1:pos:R:3:lowdin_charge:R:1
C -0.1421 -0.8153 1.0791 0.033
C -0.5751 -0.6016 -0.1864 -0.454
C -1.6792 -1.4252 -0.7834 -0.062
C -0.0742 0.4898 -0.9333 -0.333
P 1.4784 1.1968 -0.5751 0.464
C 1.3391 2.1900 0.7956 -0.309
I 3.2956 -0.4105 0.0629 0.297
H -0.6083 -1.5481 1.7124 0.070
H 0.6599 -0.2454 1.5184 -0.004
H -2.3674 -1.7623 -0.0132 0.077
H -1.2555 -2.3040 -1.2703 0.087
H -2.2240 -0.8513 -1.5279 0.075
H -0.4565 0.6609 -1.9303 0.058
H 0.3939 2.6961 0.9320 0.009
H 2.2155 2.7301 1.1193 -0.008
```



The following is a quantum chemistry calculation of a molecular structure, C5H8KO3 at a distorted geometry, from the Open Molecules 2025 dataset.

Calculated values
- Kohn-Sham gap (alpha / beta) (eV) = 4.83 / 7.18
- highest occupied orbital energy (alpha / beta) (Ha) = -0.21616 / -0.30318
- energy (Eh) = -1020.92540
- multiplicity = 2
- ΔE to the lowest compared entry with this formula, charge and spin (kcal/mol) = 0.00

XYZ file:
```
17
Properties=species:S:1:pos:R:3:lowdin_spin:R:1
O 1.6275 0.2511 0.4549 0.085
C 0.7356 1.8749 -0.9891 0.613
C -0.4142 1.7744 -0.0372 0.068
O -0.6182 0.4090 0.3402 0.014
C 0.5319 -0.3021 0.7392 0.018
O 0.2730 -1.5402 0.7849 0.012
K -2.2214 -2.2755 0.2419 0.003
C 1.6657 3.0433 -0.9284 0.085
C 2.9256 2.8641 -1.7685 0.008
H 0.6040 1.3785 -1.9581 0.030
H -1.3649 2.0882 -0.4925 0.022
H -0.2026 2.3493 0.8759 0.001
H 1.1357 3.9580 -1.2573 0.033
H 1.9293 3.2232 0.1280 0.007
H 3.5404 3.7747 -1.7574 0.000
H 2.6706 2.6386 -2.8144 0.000
H 3.5378 2.0344 -1.3862 0.000
```



The following is a quantum chemistry calculation of a molecular structure, C5H8LiO3Rh at a distorted geometry, from the Open Molecules 2025 dataset.

Calculated values
- Kohn-Sham gap (alpha / beta) (eV) = 5.96 / 5.72
- highest occupied orbital energy (alpha / beta) (Ha) = -0.74151 / -0.82808
- energy (Eh) = -537.62698
- multiplicity = 6
- ΔE to the lowest compared entry with this formula, charge and spin (kcal/mol) = 19.99
- charge = +3

XYZ file:
```
18
Properties=species:S:1:pos:R:3:lowdin_spin:R:1
C -2.2734 -1.5577 0.5139 0.359
C -3.5526 -1.4395 1.0201 1.339
H -2.2719 -1.8381 -0.5524 0.031
H -1.4976 -2.4267 0.8637 0.058
H -3.7208 -1.0724 2.0435 0.081
Li -1.0178 0.5211 2.3919 0.004
O 0.5883 0.2677 -0.7333 0.044
Rh 1.7029 -2.5015 -1.6786 2.712
O 0.2980 -1.8793 -0.4398 0.208
C -0.0001 -0.7130 -0.1305 0.038
O -1.0249 -0.4445 0.6385 0.121
C 1.5333 1.1406 -0.0764 0.002
C 1.8707 2.2514 -1.0368 0.001
H 1.0438 1.5538 0.8195 0.001
H 2.4380 0.5535 0.1479 0.001
H 0.9799 2.8538 -1.2515 0.000
H 2.6302 2.8914 -0.5700 0.000
H 2.2738 1.8393 -1.9697 0.000
```



The following is a quantum chemistry calculation of a molecular structure, C5H8LiO3V at a distorted geometry, from the Open Molecules 2025 dataset.

Calculated values
- Kohn-Sham gap (alpha / beta) (eV) = 8.40 / 7.99
- highest occupied orbital energy (alpha / beta) (Ha) = -0.65004 / -0.66657
- energy (Eh) = -1371.84625
- multiplicity = 5
- ΔE to the lowest compared entry with this formula, charge and spin (kcal/mol) = 27.07
- charge = +2

XYZ file:
```
18
Properties=species:S:1:pos:R:3:lowdin_spin:R:1
C 0.7932 -2.8037 0.8711 0.269
C 1.5378 -2.9564 -0.2805 0.546
H 1.3399 -2.4047 1.7371 0.023
H -0.0988 -3.4335 1.0172 0.036
H 1.4242 -3.7859 -0.9889 0.049
V 1.6426 -1.0213 -1.1483 3.005
O -0.5956 1.4414 0.8432 0.001
Li 0.9728 2.6295 2.1240 0.000
O 1.1966 0.7542 1.8375 0.001
C 0.2449 0.4400 1.1161 0.006
O 0.2479 -0.5754 0.3520 0.061
C -1.2805 1.5660 -0.4203 0.001
C -2.4135 2.5397 -0.2147 0.000
H -0.5866 1.9299 -1.1893 0.000
H -1.5993 0.5742 -0.7653 0.000
H -2.0936 3.3536 0.4497 0.000
H -2.6981 2.9570 -1.1897 0.000
H -3.2835 2.0409 0.2320 0.000
```